DFT (ωB97M-V/def2-TZVPD) results for a 2-piece molecular cluster, C42H49ClFN5O overall at a distorted geometry.

- Kohn-Sham gap (eV) = 7.3223
- net charge = +2
- LUMO level (eV) = -5.568
- total energy (eV) = -69071.5559

Last column: Mulliken charge in e.
Element x y z (Å)
Cl  0.8646  3.0152  9.3528  -0.100
C  1.2063  1.2738  8.8536  -0.425
N  0.8795  1.0509  7.4228  -0.108
C  -0.5980  1.2424  7.1510  -0.524
C  -0.9091  0.9230  5.7010  -0.593
N  0.3220  0.5256  5.0511  -0.154
F  1.2978  -1.3366  0.4861  -0.552
C  0.8745  -0.7046  5.6757  -0.631
C  1.1896  -0.3844  7.1209  -0.686
C  1.4002  1.5196  5.0403  -0.589
C  1.7475  1.8618  6.4782  -0.510
H  2.2789  1.0942  9.0025  0.400
H  0.5540  0.6266  9.4546  0.397
H  -1.1257  0.5253  7.7968  0.404
H  -0.8814  2.2674  7.4022  0.401
H  -1.6115  0.0736  5.6361  0.305
H  -1.3811  1.7625  5.1707  0.370
H  0.1551  -1.5284  5.5631  0.369
H  1.7756  -0.9820  5.1095  0.416
H  2.2533  -0.5389  7.3110  0.394
H  0.5880  -1.0107  7.7793  0.402
H  2.2641  1.0365  4.5499  0.324
H  1.1459  2.3970  4.4301  0.362
H  1.6157  2.9260  6.6827  0.388
H  2.7834  1.5530  6.6819  0.403
C  -5.1910  -3.5401  -2.2948  -1.638
C  -4.0231  -2.6080  -2.3776  0.690
C  -3.8902  -1.5276  -1.5071  -1.001
C  -2.8342  -0.6206  -1.6269  0.911
C  -2.9143  0.5770  -0.7318  -1.795
C  -1.8391  -0.8805  -2.5798  -0.678
N  -0.7093  -0.0078  -2.6522  1.435
C  0.2844  0.1628  -1.7096  -0.643
C  -0.1093  0.1035  -0.3382  0.350
C  -0.0767  -1.3571  0.2181  2.971
C  -0.7509  -1.5437  1.6253  -2.274
C  -0.2308  -2.5619  -0.7196  0.357
C  0.7779  -2.6210  -1.6743  -0.273
C  0.8819  -3.7500  -2.4596  -0.693
C  0.0419  -4.8256  -2.2206  -0.714
C  -0.8826  -4.7999  -1.1963  -0.998
C  -1.0320  -3.6695  -0.4037  -0.422
O  -0.0337  1.1004  0.3947  -0.634
N  1.1202  1.1260  -2.1787  1.338
C  2.1406  1.8689  -1.5222  0.050
C  3.2021  1.2275  -0.8309  1.470
C  3.3675  -0.2462  -0.7575  -1.262
C  4.1412  2.0230  -0.1788  -1.174
C  4.1063  3.4087  -0.2873  0.569
C  5.1522  4.2157  0.4029  -1.525
C  3.0992  4.0120  -1.0410  -1.193
C  2.1012  3.2690  -1.6672  0.740
C  1.0144  3.9813  -2.3990  -1.147
N  0.8234  1.3769  -3.5023  -1.264
C  -0.2899  0.7207  -3.7480  0.851
C  -1.0103  0.8098  -4.9867  -0.008
C  -0.2200  0.9102  -6.1517  -0.713
C  -0.8346  0.8532  -7.3982  -0.688
C  -2.2305  0.7492  -7.5003  -0.483
C  -3.0165  0.7181  -6.3393  -0.714
C  -2.4239  0.7692  -5.0781  0.119
C  -1.9440  -1.9626  -3.4691  1.602
C  -0.9481  -2.2847  -4.5469  -2.455
C  -3.0556  -2.8017  -3.3595  -0.644
H  -5.1507  -4.2849  -3.0968  0.404
H  -5.2151  -4.0729  -1.3377  0.340
H  -6.1359  -2.9926  -2.3828  0.365
H  -4.6418  -1.3748  -0.7280  0.515
H  -2.4648  1.4810  -1.1564  0.256
H  -3.9729  0.8000  -0.5298  0.702
H  -2.4743  0.3759  0.2547  0.137
H  -0.6835  -2.6066  1.9317  0.599
H  -0.1979  -1.0251  2.3585  0.477
H  -1.7681  -1.1270  1.7570  0.240
H  1.5078  -1.7891  -1.7258  -0.514
H  1.6286  -3.7164  -3.2370  0.496
H  0.1261  -5.6763  -2.8621  0.499
H  -1.5241  -5.6383  -0.9897  0.494
H  -1.7810  -3.6054  0.4017  0.416
H  4.3227  -0.4788  -0.2568  0.575
H  2.5429  -0.7302  -0.0445  0.411
H  3.2870  -0.7491  -1.7348  0.214
H  4.9418  1.5272  0.3780  0.419
H  5.0475  5.2713  0.1622  0.377
H  5.0884  4.1050  1.4893  0.312
H  6.1546  3.8921  0.1100  0.367
H  3.0798  5.0945  -1.1518  0.324
H  1.2903  5.0418  -2.4189  0.436
H  0.9160  3.6201  -3.4286  0.212
H  0.0373  3.9067  -1.8974  0.250
H  0.8619  1.0080  -6.0228  0.447
H  -0.2034  0.8891  -8.2855  0.417
H  -2.6916  0.6989  -8.4898  0.421
H  -4.1009  0.6415  -6.4296  0.435
H  -3.0464  0.7837  -4.1799  0.403
H  -0.8926  -3.3785  -4.6390  0.633
H  -1.2784  -1.9020  -5.5269  0.442
H  0.0662  -1.9153  -4.3410  0.259
H  -3.1282  -3.6373  -4.0596  0.339